Record 1
Molecular formula: C2H3N4O
Method: DFT, ωB97M-V with the def2-TZVPD basis set

Results
SMILES string = C[N-]C(=O)N=[N+]=[N-]
highest occupied orbital energy = -3.7 eV
relative energy (zero: lowest compared OMol25 entry of this formula, charge and spin) = 78.62 kJ/mol
total charge = -1

Cartesian coordinates (Å):
C  0.000  -0.043  -0.004
N  1.436  -0.145  -0.019
C  2.084  0.979  -0.008
O  1.790  2.167  0.013
N  3.545  0.627  -0.011
N  3.671  -0.549  0.002
N  3.693  -1.675  0.012
H  -0.404  0.387  -0.934
H  -0.403  -1.055  0.108
H  -0.369  0.578  0.827

Results of the Löwdin charge analysis, in e, for atoms 1 through 8: -0.210, -0.070, -0.682, -0.064, 0.077, -0.348, 0.139, 0.057

Record 2
Molecular formula: C2H3N4O
Method: DFT, ωB97M-V with the def2-TZVPD basis set

Results
highest occupied orbital energy = -13.8 eV
relative energy (zero: lowest compared OMol25 entry of this formula, charge and spin) = 389.38 kJ/mol
total charge = +1

Cartesian coordinates (Å):
C  -0.680  1.272  -0.076
C  0.906  -2.533  -0.119
N  0.010  0.321  -0.143
N  1.052  -0.362  -0.610
N  1.446  -1.479  0.213
N  -1.608  2.187  0.103
O  0.383  -3.512  -0.329
H  2.225  -1.204  0.801
H  -2.373  2.392  -0.531
H  -1.362  2.917  0.692

Results of the Löwdin charge analysis, in e, for atoms 1 through 8: -0.052, -0.138, 0.074, 0.013, 0.095, 0.201, 0.363, 0.196